Record 1
Formula: C5H6Br2
Source: the Open Molecules 2025 dataset
Level of theory: the ωB97M-V functional and the def2-TZVPD basis

Geometry as XYZ:
```
13
Properties=species:S:1:pos:R:3:forces:R:3:lowdin_charge:R:1
C -0.4137 -1.3220 -0.2116 -2.1 0.2 1.1 -0.2316
C -2.1352 1.6690 -0.6755 -3.5 2.8 -2.9 -0.0242
C -0.4982 0.0452 0.3656 1.7 -1.4 -0.8 -0.2256
C -1.2654 0.9427 -0.1643 2.4 -1.8 1.8 -0.1652
C 2.2488 -0.2962 0.8649 0.7 -0.8 -3.0 -0.9264
Br 2.0007 -1.8114 -0.4062 2.1 0.6 0.7 0.6816
Br 3.1282 1.1521 0.0204 -0.5 -0.4 0.7 0.6278
H -0.4934 -2.0386 0.5984 0.2 -0.5 -0.4 0.0304
H -0.5546 -1.6906 -1.2488 -0.4 0.9 0.9 0.0536
H -1.9929 2.0212 -1.7401 -0.2 0.1 1.4 0.0868
H -3.1090 1.8444 -0.1696 0.7 -0.1 -0.6 0.0778
H 0.3765 0.2008 1.0593 -1.6 0.5 -0.3 0.0550
H 2.7081 -0.7165 1.7076 0.5 -0.1 1.4 -0.0401
```
Forces are in eV/Å.

The value obtained for the electronic energy is -5341.877936 Eh. The energy relative to the best compared isomer or geometry (same formula, charge and spin) is 231.1 kJ/mol. The highest occupied orbital energy (alpha / beta) comes out at -6.582 / -9.154 eV. Its spin multiplicity is 3. For the HOMO-LUMO gap (alpha / beta), the calculation gives 0.2507 / 0.2759 Ha. As for the molecular weight: 225.91 g/mol. The LUMO energy (alpha / beta) is 0.24 / -1.65 eV.


Record 2
Formula: C5H6BrClN2O2S
Source: the Open Molecules 2025 dataset
Level of theory: the ωB97M-V functional and the def2-TZVPD basis

Geometry as XYZ:
```
18
Properties=species:S:1:pos:R:3:forces:R:3:lowdin_charge:R:1
C 0.1615 2.0037 0.4089 0.9 1.3 2.0 -0.1360
C 0.0734 1.6810 -0.7999 -2.1 -3.9 0.1 0.1689
C -1.5171 -0.2918 0.8463 -0.7 0.0 -0.6 -0.7926
C -0.0342 1.2366 1.8046 0.7 -0.4 -0.5 -0.1689
C -0.8009 -0.5100 -0.3953 2.5 2.0 1.1 -0.8987
N -1.2130 0.4986 1.7618 -1.0 -0.6 0.8 0.0106
N 1.0982 -1.8285 -1.8877 -0.4 3.2 2.2 -0.0926
O 1.8434 -0.2887 -0.0302 0.1 0.4 -0.4 -0.3156
O 0.8460 -2.4229 0.4901 -0.7 -1.2 0.9 -0.2861
S 0.8524 -1.2738 -0.3374 0.1 -0.6 -0.9 0.5032
Cl -3.1619 -1.0211 0.9227 0.6 0.2 0.4 0.5849
Br -1.7943 -0.8661 -1.8338 -1.4 -0.7 -2.5 0.8292
H 0.5032 3.0014 0.5711 0.3 0.9 0.4 0.1063
H -0.1656 1.4728 -1.8099 0.3 0.6 -0.6 0.0554
H 0.8204 0.4814 1.9188 -0.7 1.7 0.0 0.1417
H -0.1679 1.9825 2.6334 0.8 -0.6 -0.9 0.1270
H 1.0862 -2.8227 -1.9255 0.6 -0.4 -0.8 0.0722
H 1.5702 -1.0324 -2.3383 0.1 -1.8 -0.8 0.0911
```
Forces are in eV/Å.

The value obtained for the electronic energy is -3886.305515 Eh. The energy relative to the best compared isomer or geometry (same formula, charge and spin) is 439.2 kJ/mol. The highest occupied orbital energy (alpha / beta) comes out at -8.725 / -8.724 eV. For the HOMO-LUMO gap (alpha / beta), the calculation gives 0.2948 / 0.2947 Ha. As for the molecular weight: 273.54 g/mol. The LUMO energy (alpha / beta) is -0.70 / -0.71 eV.


Record 3
Formula: C5H6BrClN2O2S
Source: the Open Molecules 2025 dataset
Level of theory: the ωB97M-V functional and the def2-TZVPD basis

Geometry as XYZ:
```
18
Properties=species:S:1:pos:R:3:forces:R:3:lowdin_charge:R:1
C -0.3077 1.2170 -0.4869 -1.4 -0.6 1.1 -0.0552
C -0.4419 0.5160 -1.5903 -0.4 0.5 1.0 -0.1499
C -2.1157 -0.9128 -0.3368 -3.0 -3.1 -6.9 -0.8867
C -0.9702 0.7567 0.8292 -0.8 0.2 0.4 -0.1491
C -1.2904 -0.7012 -1.5492 1.2 -1.9 0.7 -0.8462
N -1.8847 -0.3524 0.7427 3.0 3.6 4.3 0.1075
N 0.6389 -1.9210 0.1014 -1.2 -0.8 -0.9 -0.0387
O -0.7922 -3.3669 -1.4584 0.9 0.5 0.3 -0.3629
O 0.9718 -1.9591 -2.4497 1.6 0.3 -1.3 -0.3078
S -0.0191 -2.1462 -1.4633 -1.6 -0.9 0.9 0.5413
Cl -3.2311 -2.2205 -0.3347 -0.4 0.2 0.3 0.7253
Br -2.2443 -1.1187 -3.1778 0.0 0.4 -0.2 0.8193
H 0.3277 2.0815 -0.4323 0.1 0.2 0.2 0.1139
H 0.1784 0.8788 -2.3685 0.0 -0.5 -1.4 0.1148
H -0.1288 0.2843 1.3574 -0.2 1.3 1.1 0.1093
H -1.6360 1.5613 1.2321 1.5 -0.1 0.5 0.1482
H 1.3094 -2.6683 0.2861 -0.1 0.3 -0.1 0.0846
H 1.0416 -1.0100 0.1031 0.9 0.5 0.1 0.0324
```
Forces are in eV/Å.

The value obtained for the electronic energy is -3886.277005 Eh. The highest occupied orbital energy (alpha / beta) comes out at -5.985 / -9.824 eV. Its spin multiplicity is 3. For the HOMO-LUMO gap (alpha / beta), the calculation gives 0.2308 / 0.2330 Ha. As for the molecular weight: 273.54 g/mol. The LUMO energy (alpha / beta) is 0.29 / -3.48 eV.


Record 4
Formula: C5H6BrF2N2
Source: the Open Molecules 2025 dataset
Level of theory: the ωB97M-V functional and the def2-TZVPD basis

Geometry as XYZ:
```
16
Properties=species:S:1:pos:R:3:forces:R:3:lowdin_charge:R:1
C 0.6930 -0.9532 1.6183 -0.6 2.2 -2.5 -0.0138
C 0.6036 -1.6336 -0.6299 0.7 1.0 2.9 -0.4073
C -0.5091 -0.7271 -0.9818 -2.0 -0.2 3.4 -0.2529
C -0.5316 0.5824 0.0175 0.2 -2.3 -0.7 -0.5211
C 0.1253 1.7752 -0.5597 0.2 1.1 -3.7 0.0061
N 1.1289 -1.7054 0.5790 -1.0 -1.1 -0.7 0.1970
N 0.1030 0.1974 1.3107 0.5 1.9 1.1 0.1556
F 1.1342 -2.3557 -1.5380 0.1 -0.2 -0.5 0.2280
F -1.7887 0.9168 0.4102 -0.1 -0.2 -0.5 0.0527
Br -2.1603 -2.0323 -0.4158 1.8 1.5 -0.7 0.7115
H 0.8467 -1.1306 2.6811 0.5 -0.5 -0.3 0.1669
H -0.6724 -0.4747 -1.9925 -0.1 0.1 -1.1 0.1012
H 0.0989 2.5689 0.1439 0.5 0.7 0.8 0.0837
H -0.3736 2.2601 -1.4982 0.0 -1.3 1.7 0.1533
H 1.1136 1.6144 -1.0446 -0.2 -0.2 1.1 0.1191
H 0.1885 1.0973 1.8998 -0.5 -2.4 -0.4 0.2201
```
Forces are in eV/Å.

The value obtained for the electronic energy is -3077.063493 Eh. The energy relative to the best compared isomer or geometry (same formula, charge and spin) is 76.7 kJ/mol. The highest occupied orbital energy comes out at -14.872 eV. For the HOMO-LUMO gap, the calculation gives 0.3135 Ha. As for the molecular weight: 212.02 g/mol. The LUMO energy is -6.34 eV. As for the SMILES: C[C@]1(F)[NH+]=CN=C(F)[C@H]1Br. Its charge is +1.


Record 5
Formula: C5H6BrN2O
Source: the Open Molecules 2025 dataset
Level of theory: the ωB97M-V functional and the def2-TZVPD basis

Geometry as XYZ:
```
15
Properties=species:S:1:pos:R:3:forces:R:3:lowdin_charge:R:1
C -0.1123 1.2843 0.3101 -1.1 0.3 -1.3 -0.0114
C 1.2441 1.3034 0.3754 -0.4 -0.9 0.2 -0.2653
C 0.7603 -1.5126 0.1705 -3.0 1.1 1.1 0.1127
C 1.9270 -2.1640 -0.2264 -1.1 -0.2 -0.6 -0.2905
C -0.9192 0.2246 -0.4111 -0.8 0.2 2.0 -0.0764
N 2.0122 0.4197 -0.2195 -1.6 -0.3 -2.0 -0.4501
N -0.4578 -1.0444 0.3078 2.5 -1.9 0.2 0.0670
O 3.1045 -1.9976 0.0710 -0.4 -1.7 0.6 -0.1635
Br 3.7107 0.2388 0.0702 1.3 1.3 0.3 1.1749
H -0.6422 2.0509 0.8742 0.0 -0.3 -0.1 0.1251
H 1.6629 1.9128 1.0851 1.1 1.9 1.5 0.0908
H 1.5927 -2.8275 -1.0536 0.3 0.0 0.0 0.1688
H -2.0102 0.2987 0.0049 1.8 0.1 -1.8 0.1628
H -0.7519 0.0194 -1.4927 -0.4 0.6 0.8 0.1499
H -1.2116 -1.3533 0.9955 1.9 -0.2 -1.0 0.2052
```
Forces are in eV/Å.

The value obtained for the electronic energy is -2952.370441 Eh. The energy relative to the best compared isomer or geometry (same formula, charge and spin) is 647.8 kJ/mol. The highest occupied orbital energy (alpha / beta) comes out at -13.299 / -13.035 eV. For the HOMO-LUMO gap (alpha / beta), the calculation gives 0.2500 / 0.2383 Ha. As for the molecular weight: 190.02 g/mol. The LUMO energy (alpha / beta) is -6.50 / -6.55 eV. Its charge is +1.


Record 6
Formula: C5H6BrN2O2
Source: the Open Molecules 2025 dataset
Level of theory: the ωB97M-V functional and the def2-TZVPD basis

Geometry as XYZ:
```
16
Properties=species:S:1:pos:R:3:forces:R:3:lowdin_charge:R:1
C -0.3566 0.5973 -1.6829 -0.8 1.6 -0.2 -0.2630
C -3.5670 1.3501 0.1108 1.6 -1.3 1.6 -0.6801
C -1.2263 0.1460 0.7303 1.1 3.1 -0.7 -0.0066
C 0.5043 0.4953 -0.5717 -0.1 -2.7 3.1 -0.6571
C 1.1363 -0.8599 -0.1231 -0.4 0.1 -1.5 -0.2187
N -1.6938 0.6640 -1.5117 1.0 -0.5 0.9 0.0634
N -2.0837 0.5804 -0.2501 -0.4 0.6 0.0 -0.1470
O -4.4001 0.7162 -0.4496 -1.8 0.0 -1.3 0.0351
O -3.4064 2.1419 1.0121 0.0 0.7 -0.2 0.0087
Br 1.8506 1.9305 -0.0407 -0.5 -0.4 -0.8 0.4713
H -0.0279 1.1304 -2.5650 -0.1 -0.2 -0.4 0.0750
H -1.0115 -0.8857 0.6630 0.3 -0.9 0.4 0.0428
H -1.2384 0.7152 1.7496 -0.3 -1.3 -2.0 0.1289
H 0.5020 -1.7333 -0.3653 0.1 0.6 -0.2 0.0758
H 1.2413 -0.8648 0.9111 0.0 0.1 2.1 0.0214
H 2.1388 -1.1248 -0.4474 0.2 0.4 -0.8 0.0501
```
Forces are in eV/Å.

The value obtained for the electronic energy is -3028.080461 Eh. The energy relative to the best compared isomer or geometry (same formula, charge and spin) is 8.2 kJ/mol. The highest occupied orbital energy comes out at -4.377 eV. For the HOMO-LUMO gap, the calculation gives 0.2764 Ha. As for the molecular weight: 206.02 g/mol. The LUMO energy is 3.15 eV. As for the SMILES: C=[N+]([N-]/C=C(\C)Br)C(=O)[O-]. Its charge is -1.